Density functional theory data (ωB97M-V with the def2-TZVPD basis set) for 11 unconnected molecules or ions with the total composition C54H75F10NO32 in a non-equilibrium geometry.

```
172
Properties=species:S:1:pos:R:3:mulliken_charge:R:1
C 2.6612 -0.8696 -5.0454 0.568
C 2.3120 -1.6323 -4.1735 -0.440
C 1.9675 -2.7287 -3.1255 -0.479
N 2.6236 -2.6030 -1.8139 0.388
C 2.2238 -1.4100 -1.0317 -0.337
C 3.0126 -0.0620 -1.3270 0.026
C 2.0169 1.0353 -1.9644 0.409
C 1.3006 1.8931 -0.8224 1.106
C 1.1077 3.4212 -1.1909 0.823
C -0.1404 3.7286 -2.1114 -1.105
C -1.4344 2.8994 -1.7320 0.201
C -1.8447 2.9908 -0.2099 0.344
C -3.3221 2.4464 0.0755 -0.655
C -3.5759 1.0082 -0.5405 1.127
C -3.6684 -0.1783 0.5368 -0.622
C -2.7026 -1.3613 0.0295 0.224
C -3.4543 -2.4201 -0.9041 -0.478
C -3.8588 -1.8044 -2.3083 0.895
C -3.7316 -2.8352 -3.5188 -0.620
C -2.2426 -3.0974 -3.9874 -0.736
C -1.4382 -1.7883 -4.3972 0.812
C -2.0099 -1.1012 -5.7131 -0.790
C -1.7883 0.4815 -5.7154 -0.189
C -2.9668 1.2524 -4.9682 -0.609
C 4.0369 -2.8590 -1.8266 0.211
O 4.5177 -3.4198 -0.8549 -0.553
O 4.9098 -2.5709 -2.8754 -0.417
H 2.8395 -0.0677 -5.8254 0.160
H 2.2128 -3.7587 -3.5366 0.418
H 0.8479 -2.7226 -2.9578 -0.056
H 2.4167 -1.6635 0.0616 0.113
H 1.0950 -1.3063 -1.1016 -0.250
H 3.8624 -0.1508 -2.0575 0.186
H 3.4127 0.3240 -0.3423 0.021
H 1.2467 0.5219 -2.6209 -0.323
H 2.6542 1.6806 -2.6485 0.058
H 2.0227 1.8690 0.0582 -0.447
H 0.3654 1.3785 -0.4663 -0.354
H 2.0277 3.7243 -1.7906 0.552
H 1.1446 4.0539 -0.2521 -1.361
H -0.4099 4.8254 -1.9739 0.418
H 0.0422 3.5827 -3.2145 0.143
H -1.2570 1.8163 -2.0287 -0.582
H -2.3059 3.3175 -2.3330 0.608
H -1.8437 4.0642 0.1659 0.009
H -1.1680 2.4152 0.4888 -0.063
H -4.0446 3.1826 -0.3825 0.577
H -3.5604 2.3912 1.1741 -0.318
H -4.5773 1.0345 -1.0818 0.174
H -2.8204 0.6901 -1.3078 -0.959
H -4.7151 -0.5932 0.4838 0.298
H -3.3785 0.1330 1.5767 0.364
H -1.7799 -0.9833 -0.4957 -0.194
H -2.3819 -1.9233 0.9645 -0.028
H -4.4142 -2.7695 -0.4089 0.319
H -2.7986 -3.3374 -1.0613 0.227
H -4.9450 -1.4664 -2.2693 0.451
H -3.2632 -0.8968 -2.6087 -1.357
H -4.2933 -2.3501 -4.3837 0.330
H -4.3025 -3.8041 -3.3098 -0.075
H -2.2704 -3.7738 -4.8972 0.403
H -1.7086 -3.5934 -3.1183 0.131
H -0.3815 -2.1202 -4.6582 0.159
H -1.3461 -1.0552 -3.5337 -0.382
H -3.1012 -1.3173 -5.8838 0.233
H -1.4395 -1.4994 -6.6103 0.406
H -0.8457 0.6741 -5.1232 -0.055
H -1.7079 0.8290 -6.7861 0.392
H -2.6843 2.3211 -4.7128 0.281
H -3.9222 1.2449 -5.5832 0.365
H -3.2022 0.7180 -3.9954 -0.034
H 5.0144 -1.6113 -3.0206 0.326
C 5.1326 0.9156 3.2696 -0.440
C 4.3213 -0.3287 3.4685 0.432
O 2.9899 0.1377 3.3786 -0.258
C 3.0351 1.2203 2.5519 0.718
O 2.0779 1.7045 2.0331 -0.727
O 4.3085 1.6725 2.3857 -0.285
F 4.5159 -0.8445 4.7068 -0.341
H 5.2811 1.4740 4.1976 0.281
H 6.1057 0.7129 2.8231 0.311
H 4.4905 -1.1031 2.7153 0.209
C -1.5776 -4.5000 3.0527 -0.342
C -2.3273 -5.7818 3.2591 0.366
O -3.6798 -5.3803 3.1662 -0.361
C -3.6873 -4.2982 2.3345 0.425
O -4.6651 -3.8587 1.8166 -0.490
O -2.4364 -3.7871 2.1648 -0.044
F -2.1087 -6.2829 4.4994 -0.313
H -1.4549 -3.9288 3.9760 0.207
H -0.5964 -4.6581 2.6068 0.164
H -2.1205 -6.5502 2.5095 0.310
C 1.5182 4.0995 6.2644 -0.315
C 2.5547 3.5147 5.3547 0.679
O 3.5176 3.0002 6.2532 -0.366
C 2.8252 2.6700 7.3860 0.491
O 3.2497 1.9702 8.2480 -0.520
O 1.5875 3.2363 7.3973 -0.334
F 3.1408 4.4773 4.5958 -0.328
H 1.7551 5.1208 6.5709 0.292
H 0.5245 4.0885 5.8217 0.203
H 2.1865 2.7111 4.7108 0.203
C -6.4848 0.7305 4.5919 -0.467
C -5.2575 -0.0483 4.2265 0.263
O -4.6229 0.7805 3.2707 -0.044
C -4.9831 2.0581 3.5986 0.435
O -4.4380 3.0334 3.1925 -0.502
O -6.0411 2.0758 4.4559 -0.352
F -5.5824 -1.2210 3.6337 -0.276
H -7.3161 0.5503 3.9059 0.300
H -6.8194 0.5290 5.6093 0.304
H -4.5765 -0.2332 5.0616 0.246
C 3.0692 2.8213 -7.8038 -0.482
C 3.7560 4.1286 -7.5453 0.294
O 3.1094 4.6047 -6.3816 -0.310
C 2.7098 3.4935 -5.6991 0.465
O 2.3747 3.4927 -4.5590 -0.428
O 2.7503 2.3798 -6.4867 -0.190
F 3.5338 5.0045 -8.5535 -0.295
H 2.1485 2.9359 -8.3808 0.287
H 3.7143 2.1048 -8.3122 0.310
H 4.8300 4.0446 -7.3599 0.298
C 0.5372 5.6130 1.7956 0.506
C 1.2222 6.9142 2.0814 0.421
O 0.5730 7.3635 3.2582 -0.316
C 0.1774 6.2344 3.9102 0.574
O -0.1569 6.1999 5.0555 -0.553
O 0.2192 5.1458 3.1022 -0.248
F 1.0003 7.8115 1.0930 -0.306
H -0.3839 5.7387 1.2212 0.132
H 1.1810 4.9095 1.2747 -0.534
H 2.2961 6.8273 2.2658 0.303
C 4.5898 -4.6039 4.0068 -0.482
C 3.7720 -5.8436 4.2081 0.308
O 2.4436 -5.3680 4.1120 -0.317
C 2.4977 -4.2869 3.2830 0.522
O 1.5468 -3.7956 2.7616 -0.369
O 3.7747 -3.8433 3.1192 -0.248
F 3.9599 -6.3572 5.4465 -0.291
H 4.7392 -4.0431 4.9329 0.278
H 5.5628 -4.8136 3.5632 0.312
H 3.9390 -6.6206 3.4577 0.287
C 6.6069 -6.2568 -2.2379 -0.294
C 6.5369 -5.6438 -3.6030 0.476
O 7.0902 -6.6447 -4.4349 -0.334
C 6.8132 -7.8307 -3.8166 0.569
O 6.8858 -8.8933 -4.3443 -0.496
O 6.4352 -7.6427 -2.5202 -0.322
F 7.3167 -4.5392 -3.6814 -0.290
H 7.5757 -6.1013 -1.7567 0.262
H 5.8231 -5.8895 -1.5754 0.150
H 5.5238 -5.4058 -3.9372 0.269
C -2.2114 8.8529 6.0031 -0.156
C -1.7693 10.0335 5.1933 0.391
O -2.6388 11.0616 5.6257 -0.328
C -2.9631 10.7525 6.9162 0.581
O -3.4540 11.5160 7.6838 -0.497
O -2.6464 9.4619 7.2155 -0.332
F -1.9724 9.8227 3.8698 -0.292
H -3.0476 8.3182 5.5456 0.233
H -1.4020 8.1467 6.1863 0.072
H -0.7321 10.3338 5.3635 0.303
C -5.4982 -8.0892 -2.0526 -0.489
C -4.5420 -7.3373 -1.1755 0.381
O -3.6754 -6.7183 -2.1049 -0.257
C -4.4213 -6.5221 -3.2316 0.604
O -4.1120 -5.7931 -4.1180 -0.479
O -5.5670 -7.2588 -3.2073 -0.317
F -3.8162 -8.1840 -0.4033 -0.311
H -5.1214 -9.0752 -2.3360 0.290
H -6.4800 -8.2070 -1.5949 0.285
H -5.0108 -6.5753 -0.5468 0.278
```

Its HOMO-LUMO gap is 9.67 eV. The SMILES is C#CCN(CCCCCCCCCCCCCCCCCCCC)C(=O)O.O=C1OC[C@@H](F)O1.O=C1OC[C@@H](F)O1.O=C1OC[C@@H](F)O1.O=C1OC[C@@H](F)O1.O=C1OC[C@@H](F)O1.O=C1OC[C@@H](F)O1.O=C1OC[C@@H](F)O1.O=C1OC[C@@H](F)O1.O=C1OC[C@@H](F)O1.O=C1OC[C@@H](F)O1. The value obtained for the molar mass is 1440.15 g mol⁻¹. The largest force on an atom comes out at 2.5 eV/Å.